Run w
A cluster of 2 separate species, CH5IOSi in total, computed with ωB97M-V with the def2-TZVPD basis set.

Calculated values
E_LUMO (eV): -1.2
Multiplicity: 1
Kohn-Sham gap (eV): 6.762
E_HOMO (eV): -7.95

Geometry as XYZ:
```
9
Properties=species:S:1:pos:R:3:nbo_charge:R:1
C -0.02 -0.83 -0.46 -1.194
O -0.04 1.99 0.42 -1.130
Si -0.59 0.50 0.74 1.783
I -4.04 -0.09 -0.24 -0.693
H -0.06 -1.81 -0.03 0.265
H -0.67 -0.80 -1.46 0.309
H 1.04 -0.68 -0.75 0.257
H -0.22 2.61 -0.33 0.557
H -1.04 0.22 2.13 -0.154
```


Run x
The molecule CH5IOSi, computed with ωB97M-V with the def2-TZVPD basis set.

Calculated values
E_LUMO (eV): 0.4
Multiplicity: 1
Kohn-Sham gap (eV): 9.918
E_HOMO (eV): -9.51
Structure (SMILES): CO[SiH2]I

Geometry as XYZ:
```
9
Properties=species:S:1:pos:R:3:nbo_charge:R:1
C 0.99 -1.02 0.27 -0.250
O 0.38 0.32 0.57 -0.933
Si -0.70 1.08 -0.37 1.242
I -3.08 0.42 0.42 -0.311
H 1.65 -1.21 1.09 0.203
H 1.47 -1.05 -0.72 0.185
H 0.21 -1.82 0.26 0.186
H -0.46 0.78 -1.82 -0.177
H -0.47 2.50 0.29 -0.146
```


Most stable structure, least stable structure: run x, run w.